No. 1
Here is a 2-piece molecular cluster, C10H19N2O6 overall in a non-equilibrium geometry from OMol25. Energies are from ωB97M-V/def2-TZVPD.

For the relative energy (zero: lowest compared OMol25 entry of this formula, charge and spin), the calculation gives 605.1 kJ/mol. For the total energy, the calculation gives -953.291269 hartree. The total charge is -1. For the HOMO energy, the calculation gives -4.22 eV.

Each line ends with the Löwdin charge.
Positions of all 37 atoms, in Å:
C 0.4371 3.4377 1.1858  -0.0169
C -0.3269 2.2232 0.4869  -0.3393
O 0.3047 1.6058 -0.4299  0.0104
N -1.7060 1.7726 0.7553  -0.0705
N -1.7858 0.6054 1.5183  -0.0077
C -0.8381 0.5704 2.6688  -0.1392
C -1.3747 -0.6120 3.6516  -0.5746
O -1.7091 -0.4271 4.8649  -0.1138
O -1.4837 -1.8686 3.0461  -0.2368
C -2.5974 2.8473 1.2354  -0.3414
C -2.7520 3.3658 2.7363  -0.0321
O -3.3496 3.3906 0.3670  0.0262
H 0.7211 4.1833 0.3479  0.0952
H 1.4511 3.0616 1.5939  0.1019
H -0.1553 3.9854 1.9896  0.0598
H -1.6092 -0.1969 0.8799  0.1407
H 0.2380 0.2624 2.3922  0.1223
H -0.7604 1.5388 3.2641  0.0988
H -1.7474 3.4519 3.2990  0.0644
H -3.4111 2.6832 3.3966  0.1056
H -3.2950 4.3827 2.6762  0.0891
C 0.7592 -0.7713 -2.1886  -0.1150
O 0.6618 -2.0529 -1.5798  -0.1833
C 0.3018 -3.0693 -2.5102  -0.2031
C 1.5114 -3.9087 -2.9075  -0.2025
O 2.4401 -3.1472 -3.6773  -0.1993
C 3.5637 -2.7339 -2.9128  -0.1163
H 1.2094 -0.0863 -1.4720  0.0618
H 1.3845 -0.7960 -3.0858  0.0811
H -0.2397 -0.4036 -2.4434  0.0907
H -0.1836 -2.6395 -3.3930  0.1229
H -0.4248 -3.7166 -2.0084  0.1245
H 1.1736 -4.7335 -3.5425  0.1177
H 1.9952 -4.3405 -2.0248  0.1241
H 4.2079 -3.5940 -2.7053  0.0830
H 3.2616 -2.2627 -1.9740  0.0862
H 4.1276 -2.0076 -3.5007  0.0852



No. 2
Here is C10H19N3O11PSn as an isolated structure in a non-equilibrium geometry from OMol25. Energies are from ωB97M-V/def2-TZVPD.

For the relative energy (zero: lowest compared OMol25 entry of this formula, charge and spin), the calculation gives 131.0 kJ/mol. For the total energy, the calculation gives -1940.238057 hartree. The total charge is -1. For the HOMO energy, the calculation gives -5.31 eV.

Each line ends with the Löwdin charge.
Positions of all 45 atoms, in Å:
Sn 8.2508 8.6072 8.5370  1.4648
O 8.7283 4.5344 8.5377  -0.0841
C 7.4454 4.0927 8.1016  -0.2102
C 6.3424 5.2165 7.9054  -0.1994
N 6.6737 6.4683 7.2534  -0.1651
C 5.4320 7.3512 7.1399  -0.1044
C 5.6788 8.8177 6.7064  -0.6517
O 4.7896 9.3930 6.1004  0.0259
O 6.7654 9.3871 7.1265  -0.2370
C 7.4142 6.3222 5.8881  -0.0083
C 8.9391 6.6385 6.1628  -0.5661
O 9.8444 5.9273 5.6750  -0.0138
O 9.1836 7.7887 6.6904  -0.2241
H 8.6094 5.3928 8.9277  0.0151
H 6.9985 3.3661 8.8421  0.1208
H 7.5262 3.5756 7.1503  0.0934
H 5.8633 5.5728 8.8519  0.1165
H 5.4746 4.6992 7.4300  0.1180
H 4.9044 7.2699 8.0710  0.1033
H 4.6770 6.9806 6.3957  0.1290
H 7.0876 7.2195 5.2231  0.1603
H 7.2853 5.3515 5.4753  0.0966
O 7.6189 6.0077 12.4640  0.0646
C 7.7923 7.1290 12.0829  -0.4528
O 8.8921 7.9483 12.2221  -0.0413
C 6.5785 7.9398 11.2624  -0.5183
O 5.8666 8.7056 11.8756  0.0556
O 6.6913 7.7312 9.9391  -0.2866
N 11.9658 6.4338 7.1453  0.0763
C 12.2511 5.9063 8.4974  -0.2100
P 11.3495 7.0942 9.6399  0.3841
O 11.8500 8.4815 9.3082  -0.3680
O 9.9377 6.6385 9.4908  -0.4239
C 11.9282 6.6926 11.3375  -0.2660
N 10.7936 6.3011 12.1841  -0.0262
H 11.6752 7.4102 7.1658  0.1068
H 11.1144 6.0222 6.4683  0.1314
H 12.8498 6.4000 6.6635  0.1303
H 13.3324 6.1318 8.6884  0.1013
H 11.9235 4.8741 8.5431  0.0967
H 12.3509 7.5730 11.7710  0.0811
H 12.7013 5.9135 11.3899  0.0884
H 11.2063 5.9897 13.0900  0.1272
H 10.3013 5.4424 11.8048  0.1334
H 9.7564 7.2125 12.2216  0.0364



No. 3
Here is a single C10H19N3O4 molecule in a non-equilibrium geometry from OMol25. Energies are from ωB97M-V/def2-TZVPD.

As for the structure (SMILES): CC[C@H](C)[C@H](NC(=O)[C@@H](N)CC(N)=O)C(=O)O. For the relative energy (zero: lowest compared OMol25 entry of this formula, charge and spin), the calculation gives 133.9 kJ/mol. For the total energy, the calculation gives -857.705540 hartree. For the HOMO energy, the calculation gives -9.39 eV.

Each line ends with the Löwdin charge.
Positions of all 36 atoms, in Å:
C -1.7978 -1.1127 -0.5276  -0.2956
C -0.9801 -1.2234 0.7339  -0.3933
C -2.2135 0.2570 -0.9937  -0.0557
C -3.2124 0.8385 0.0117  -0.5615
C 1.0175 -0.3065 -0.4955  -0.1762
C 2.1899 -1.1886 -0.7590  -0.5086
C 1.5998 1.1778 -0.4009  -0.3211
C 0.5802 2.2374 -0.6274  -0.0807
C 2.3022 1.4133 0.9460  -0.2033
C 3.4723 0.4231 1.4091  -0.0670
H -2.7108 -2.5893 0.5232  0.0949
H -3.0038 -2.6480 -1.1311  0.0886
H -1.1648 -1.5523 -1.3275  0.1508
H -1.4014 0.9340 -1.0686  0.0621
H -2.6705 0.1861 -1.9871  0.1404
H -4.9083 0.3432 0.9076  0.1099
H -4.0904 -0.9570 0.0148  0.0650
H 0.7842 -0.5992 1.5926  0.1544
H 0.3591 -0.3614 -1.3381  0.1361
H 2.4091 1.3200 -1.1940  0.1612
H 0.1914 2.3481 -1.6272  0.0846
H 1.0631 3.2007 -0.4606  0.0898
H -0.2313 2.0685 0.0823  0.0800
H 2.8561 2.3814 0.8565  0.1180
H 1.6278 1.5707 1.7911  0.1059
H 3.0224 -0.5509 1.7104  0.0671
H 4.1045 0.8226 2.1971  0.0700
H 4.0467 0.2466 0.5150  0.0579
H 2.8668 -2.9345 -0.3620  0.1651
N -2.8924 -2.0655 -0.3397  0.0341
N -4.3235 0.0711 0.1223  0.1480
N 0.2647 -0.6474 0.7098  0.1465
O -1.3527 -1.8759 1.7116  0.0617
O -3.0809 1.9798 0.3689  0.0620
O 3.1127 -0.9018 -1.5165  0.0887
O 2.1640 -2.3056 -0.0474  0.1199



No. 4
Here is a single C10H19N3O4 molecule in a non-equilibrium geometry from OMol25. Energies are from ωB97M-V/def2-TZVPD.

As for the structure (SMILES): CC(C)C[C@H](NC(=O)[C@@H](N)CC(N)=O)C(=O)O. For the relative energy (zero: lowest compared OMol25 entry of this formula, charge and spin), the calculation gives 62.7 kJ/mol. For the total energy, the calculation gives -857.732662 hartree. For the HOMO energy, the calculation gives -9.75 eV.

Each line ends with the Löwdin charge.
Positions of all 36 atoms, in Å:
C -1.6433 -1.4924 1.5829  -0.2319
C -0.7591 -1.2725 0.3275  -0.3940
C -0.7458 -1.9983 2.7933  -0.0480
C -1.4243 -2.0819 4.1465  -0.5520
C 0.6599 0.3238 -0.9567  -0.1936
C 2.0705 -0.4438 -1.1349  -0.4846
C 0.8502 1.8435 -0.9480  -0.1378
C 0.9434 2.4940 -2.3218  -0.4421
C 1.8523 1.7044 -3.2334  -0.0713
C 1.3898 3.9425 -2.1930  -0.0775
H -2.2085 -3.1962 0.6287  0.0856
H -3.4255 -2.1425 0.8200  0.0747
H -2.1558 -0.5658 1.8532  0.1450
H -0.4410 -3.0128 2.6214  0.1252
H 0.1466 -1.4365 2.9392  0.1099
H -3.1950 -2.5674 4.9253  0.0978
H -3.1531 -2.6831 3.1942  0.0649
H -0.4035 0.7116 0.7881  0.1410
H -0.0204 0.0946 -1.7864  0.1523
H 1.7603 2.0078 -0.3736  0.1256
H 0.0109 2.3243 -0.4301  0.1229
H -0.0334 2.4733 -2.7721  0.1286
H 2.0156 2.2972 -4.1590  0.0917
H 1.3370 0.7785 -3.5392  0.0878
H 2.8054 1.4968 -2.7070  0.0897
H 0.7098 4.5661 -1.6118  0.0762
H 1.5320 4.3932 -3.1739  0.0738
H 2.3731 4.0523 -1.7016  0.0922
H 1.0255 -1.9606 -1.3827  0.0972
N -2.6594 -2.5664 1.2994  0.0394
N -2.7036 -2.4892 4.0755  0.1734
N -0.1528 -0.0609 0.1901  0.1158
O -0.6582 -2.1564 -0.5362  0.0351
O -0.8086 -1.7788 5.1671  0.0344
O 3.1325 0.0970 -0.9300  0.1008
O 1.9767 -1.6956 -1.4608  0.1518



> Which of these has the highest relative energy (zero: lowest compared OMol25 entry of this formula, charge and spin)?

C10H19N2O6